No. 1
# C45H57ClNOPPtSSi2Te

C45H57ClNOPPtSSi2Te as an isolated structure (the ωB97M-V functional and the def2-TZVPD basis, the OMol25 dataset).

Geometry as ORCA input:
```
! RIJCOSX wB97M-V def2-TZVPD def2/J DEFGRID3
* xyz 0 1
Pt 0.3427 -0.5985 -0.2291
C -1.2882 -1.8683 -2.4403
C -2.3350 -2.4905 -1.5388
C -3.5897 -2.8089 -2.3514
C -2.7098 -1.5610 -0.3850
C -3.6931 -2.2278 0.5832
O -3.0794 -2.0996 1.8728
C -1.8914 -1.5104 1.7030
N -1.5902 -1.1561 0.5114
C -1.1447 -1.3076 2.9610
C -1.8126 -1.7018 4.1242
C -1.2151 -1.6072 5.3655
C 0.0748 -1.1193 5.4681
C 0.7382 -0.7085 4.3272
C 0.1523 -0.7826 3.0630
P 1.1530 -0.0794 1.7071
C 2.8233 -0.7320 2.0094
C 2.9936 -2.0246 2.4999
C 4.2725 -2.5356 2.6722
C 5.3821 -1.7737 2.3415
C 5.2170 -0.4926 1.8330
C 3.9435 0.0267 1.6672
C 1.3067 1.6801 2.1624
C 2.1467 2.1081 3.1923
C 2.2321 3.4505 3.5131
C 1.4929 4.3862 2.7997
C 0.6678 3.9708 1.7691
C 0.5680 2.6214 1.4543
H -0.8651 -2.5787 -3.1497
H -0.4342 -1.5892 -1.8068
H -1.6498 -0.9822 -2.9618
H -1.9189 -3.4024 -1.1012
H -4.0089 -1.8958 -2.7841
H -4.3693 -3.2911 -1.7597
H -3.3459 -3.4829 -3.1734
H -3.1340 -0.6438 -0.8083
H -3.8220 -3.2909 0.3820
H -4.6662 -1.7402 0.6307
H -2.8107 -2.1020 4.0455
H -1.7566 -1.9279 6.2455
H 0.5697 -1.0585 6.4285
H 1.7467 -0.3375 4.4248
H 2.1295 -2.6434 2.7067
H 4.3949 -3.5419 3.0521
H 6.3773 -2.1791 2.4726
H 6.0778 0.1045 1.5618
H 3.8277 1.0296 1.2752
H 2.7654 1.4008 3.7258
H 2.8892 3.7718 4.3110
H 1.5709 5.4379 3.0440
H 0.1104 4.6988 1.1930
H -0.0689 2.2987 0.6377
Cl 1.1786 0.6216 -4.0536
C 1.7304 -0.9748 -3.5906
C 1.7020 -1.9698 -4.5555
C 2.0913 -3.2539 -4.2141
C 2.5115 -3.5333 -2.9182
C 2.5368 -2.5224 -1.9766
C 2.1423 -1.2123 -2.2828
C 2.1084 -0.1964 -1.1876
H 1.3703 -1.7310 -5.5569
H 2.0596 -4.0370 -4.9609
H 2.8033 -4.5357 -2.6305
H 2.8342 -2.7401 -0.9580
H 2.0887 0.8265 -1.5675
H 3.0046 -0.3187 -0.5851
S 0.3458 -3.6052 0.7063
C 1.2779 -4.9248 0.0376
C 2.6360 -5.1018 0.3292
C 3.3769 -6.1237 -0.2429
C 2.7872 -7.0156 -1.1297
C 1.4372 -6.8614 -1.4288
C 0.7013 -5.8375 -0.8583
H 3.1184 -4.4091 1.0090
H 4.4277 -6.2229 0.0058
H 3.3647 -7.8158 -1.5745
H 0.9539 -7.5458 -2.1166
H -0.3476 -5.7223 -1.1055
C -3.6376 1.4254 1.3387
Si -4.0216 3.1139 0.6158
C -5.8763 3.4079 0.6391
C -3.1610 4.4219 1.6504
C -3.4465 3.2167 -1.1803
Te -1.7850 1.9593 -1.6928
C -1.1305 3.2432 -3.2820
Si 0.0786 4.5734 -2.7118
C -0.7793 5.7357 -1.5062
C 0.6362 5.5504 -4.2182
C 1.5708 3.7754 -1.9065
H -3.9316 1.3770 2.3897
H -2.5651 1.2197 1.2837
H -4.1639 0.6274 0.8098
H -6.2632 3.4077 1.6602
H -6.4044 2.6307 0.0827
H -6.1301 4.3696 0.1885
H -3.6997 4.5713 2.5890
H -3.1174 5.3844 1.1363
H -2.1423 4.1243 1.9036
H -3.1266 4.2347 -1.4065
H -4.2684 2.9772 -1.8566
H -2.0360 3.6522 -3.7338
H -0.6702 2.6076 -4.0385
H -1.6308 6.2349 -1.9748
H -0.0867 6.5094 -1.1674
H -1.1464 5.2061 -0.6240
H -0.2112 5.9952 -4.7439
H 1.1644 4.9045 -4.9229
H 1.3150 6.3588 -3.9381
H 1.2811 3.0622 -1.1333
H 2.2099 4.5303 -1.4419
H 2.1678 3.2425 -2.6498
*
```

## Properties
Molar mass in Da: 1105.3
Lowest unoccupied orbital energy in eV: -0.237
Max |F| in Eh/bohr: 0.01057
Electronic energy in eV: -110072.430

=====

No. 2
# C45H58BN7O5

A 6-piece molecular cluster, C45H58BN7O5 overall at a distorted geometry (the ωB97M-V functional and the def2-TZVPD basis, the OMol25 dataset).

Geometry as ORCA input:
```
! RIJCOSX wB97M-V def2-TZVPD def2/J DEFGRID3
* xyz 0 1
C 7.8880 -0.5026 0.3312
C 7.3824 -1.7365 -0.4475
C 7.0264 -1.4569 -1.9097
C 5.9426 -0.4031 -2.1134
O 4.6531 -0.9870 -2.2307
C 3.6765 0.0214 -2.2796
C 3.5314 0.8375 -3.5671
O 4.3759 1.1884 -4.3734
N 2.1950 1.1894 -3.7078
C 1.2950 0.6128 -2.6400
C 0.0769 0.1265 -3.4892
O -0.5177 -1.0852 -3.0676
C -1.2609 -1.0060 -1.8679
C -2.7309 -0.5692 -2.0392
O -3.0443 0.7045 -1.5066
C -3.0743 0.7037 -0.1010
C -4.5032 0.4962 0.4716
C 0.9808 1.8643 -1.7645
C 2.0202 2.6460 -1.3011
C 1.7103 3.7565 -0.5636
C 0.3844 4.0484 -0.3122
C -0.5446 3.2079 -0.8306
N -0.2912 2.1176 -1.5474
C 2.2278 -0.4707 -2.0721
B 1.9767 -1.0866 -0.6304
O 2.4173 -0.4128 0.4992
C 1.2737 -2.4992 -0.4469
C 0.3895 -2.6205 0.8222
H 7.9368 0.4098 -0.2648
H 7.1834 -0.3030 1.1453
H 8.8590 -0.6445 0.8036
H 8.2057 -2.4592 -0.4617
H 6.5776 -2.2191 0.1100
H 7.9366 -1.0934 -2.3938
H 6.7552 -2.3832 -2.4231
H 6.1786 0.1518 -3.0265
H 6.0155 0.3287 -1.2962
H 3.8459 0.5967 -1.3569
H 2.0537 2.1645 -3.9299
H -0.6463 0.9335 -3.6426
H 0.5065 -0.0876 -4.4661
H -1.2718 -2.0175 -1.4600
H -0.7960 -0.3794 -1.0966
H -3.0656 -0.6576 -3.0726
H -3.3406 -1.2979 -1.4789
H -2.4001 -0.0262 0.3625
H -2.7345 1.6793 0.2532
H -4.5726 -0.4074 1.0791
H -4.7972 1.3376 1.0990
H -5.1892 0.4607 -0.3739
H 3.0644 2.4656 -1.4944
H 2.5004 4.3875 -0.1848
H 0.1730 4.9352 0.2666
H -1.5930 3.4489 -0.6619
H 2.1394 -1.2869 -2.8102
H 1.6986 -0.0747 1.0422
H 0.7315 -2.7492 -1.3610
H 2.0524 -3.2689 -0.3679
H 0.5630 -3.6036 1.2647
H -0.6805 -2.5739 0.6101
H 0.6095 -1.8745 1.5869
N 1.6982 4.5157 2.4826
C 2.5630 5.1050 3.3088
C 2.5186 4.9747 4.6894
C 1.5192 4.1895 5.2433
C 0.6121 3.5722 4.3979
C 0.7471 3.7676 3.0343
H 3.3271 5.7097 2.8321
H 3.2486 5.4736 5.3120
H 1.4500 4.0602 6.3161
H -0.1849 2.9506 4.7837
H 0.0606 3.2987 2.3354
N -1.2392 -0.7638 4.1131
C -0.3821 -0.1927 4.9587
C -0.4353 -0.3496 6.3348
C -1.4394 -1.1434 6.8649
C -2.3415 -1.7447 6.0028
C -2.1964 -1.5244 4.6411
H 0.3838 0.4215 4.4962
H 0.2902 0.1372 6.9725
H -1.5175 -1.2915 7.9345
H -3.1400 -2.3711 6.3759
H -2.8777 -1.9776 3.9292
N -7.8478 0.9572 -0.5142
C -8.2316 -0.3164 -0.6055
C -9.4954 -0.7179 -1.0129
C -10.4157 0.2649 -1.3414
C -10.0383 1.5956 -1.2520
C -8.7475 1.8852 -0.8365
H -7.4778 -1.0494 -0.3349
H -9.7491 -1.7684 -1.0681
H -11.4148 -0.0033 -1.6630
H -10.7275 2.3919 -1.4991
H -8.4074 2.9123 -0.7555
N 10.3872 0.0532 -2.0494
C 10.4573 1.2486 -2.6330
C 11.1572 1.4949 -3.8043
C 11.8259 0.4400 -4.4026
C 11.7668 -0.8108 -3.8107
C 11.0355 -0.9492 -2.6410
H 9.9209 2.0456 -2.1286
H 11.1766 2.4867 -4.2347
H 12.3848 0.5904 -5.3176
H 12.2747 -1.6608 -4.2453
H 10.9582 -1.9111 -2.1449
N -10.3668 -3.4071 0.1543
C -10.9016 -4.5166 -0.3568
C -11.6490 -5.4217 0.3800
C -11.8508 -5.1632 1.7257
C -11.3023 -4.0166 2.2761
C -10.5738 -3.1756 1.4496
H -10.7157 -4.6798 -1.4132
H -12.0609 -6.3047 -0.0889
H -12.4278 -5.8456 2.3369
H -11.4360 -3.7782 3.3222
H -10.1286 -2.2640 1.8359
*
```

## Properties
SMILES: CCCCO[C@H]1C(=O)N[C@](COCCOCC)(c2ccccn2)[C@@H]1B(O)CC.c1ccncc1.c1ccncc1.c1ccncc1.c1ccncc1.c1ccncc1
Molar mass in Da: 787.8
Lowest unoccupied orbital energy in eV: 0.552
Max |F| in Eh/bohr: 0.04825
Electronic energy in eV: -68948.744

=====

Q: Which of these has the lowest molar mass?
A: C45H58BN7O5

=====

Q: Look up the molar mass of the second one.
A: 787.8 Da

=====

Q: The highest molar mass belongs to which entry?
A: C45H57ClNOPPtSSi2Te

=====

Q: Among the records above, which one has the lowest molar mass?
A: C45H58BN7O5